[1]
Molecular formula: C19H22N6O2S2
Method: DFT, ωB97M-V with the def2-TZVPD basis set

HOMO level = -8.49 eV
energy relative to the best compared isomer or geometry (same formula, charge and spin) = 31.5 kJ/mol
SMILES = CCCCc1nnc(NC(=O)CSc2nc(=O)cc(N)n2-c2cccc(C)c2)s1
total energy = -2012.6367 hartree

Last column: Löwdin charge in e.
Cartesian coordinates (Å):
C 7.625 1.234 0.276  -0.116
C 6.254 1.782 -0.101  -0.276
C 5.179 0.702 -0.022  -0.233
H 5.436 -0.118 -0.698  0.103
H 5.139 0.299 0.992  0.123
C 3.798 1.248 -0.399  -0.206
C 2.765 0.189 -0.318  -0.593
N 1.809 0.161 0.533  0.009
N 1.014 -0.903 0.443  -0.002
C 1.342 -1.723 -0.501  -0.618
N 0.704 -2.871 -0.830  0.091
C -0.601 -3.231 -0.430  -0.558
O -1.191 -4.082 -1.046  0.078
C -0.938 -2.912 1.026  -0.336
H -0.022 -2.778 1.601  0.070
H -1.516 -3.751 1.413  0.085
S -1.943 -1.430 1.333  1.045
C -1.703 -0.633 -0.197  -0.569
N -1.327 -1.348 -1.184  0.113
C -0.959 -0.784 -2.407  -0.475
O -0.364 -1.442 -3.235  0.050
C -1.303 0.613 -2.536  0.059
C -1.757 1.329 -1.473  -0.287
N -2.099 2.651 -1.540  0.163
H -1.785 3.151 -2.354  0.109
H -2.126 3.170 -0.677  0.096
N -1.928 0.706 -0.251  0.038
C -2.190 1.445 0.942  -0.284
C -3.467 1.926 1.191  0.018
C -3.725 2.643 2.352  -0.265
C -2.682 2.863 3.245  -0.037
C -1.411 2.378 2.991  -0.053
C -1.150 1.665 1.835  -0.027
H -0.167 1.273 1.625  0.094
H -0.615 2.557 3.698  0.109
H -2.872 3.418 4.152  0.114
C -5.104 3.143 2.646  -0.047
H -5.674 3.282 1.730  0.078
H -5.069 4.085 3.189  0.079
H -5.633 2.418 3.265  0.088
H -4.256 1.735 0.479  0.133
H -1.134 1.088 -3.487  0.115
H 0.909 -3.226 -1.760  0.144
S 2.767 -1.204 -1.398  1.107
H 3.832 1.644 -1.417  0.117
H 3.513 2.052 0.282  0.121
H 6.290 2.183 -1.116  0.109
H 5.992 2.602 0.572  0.109
H 8.379 2.016 0.214  0.068
H 7.615 0.847 1.293  0.072
H 7.911 0.427 -0.394  0.072

=====

[2]
Molecular formula: C19H23AsNV
Method: DFT, ωB97M-V with the def2-TZVPD basis set

HOMO level (alpha / beta) = -11.72 / -11.60 eV
total energy = -3971.9098 hartree
charge = +1
multiplicity = 2

Last column: Löwdin spin population.
Cartesian coordinates (Å):
C -1.559 4.472 0.319  -0.037
V -1.582 2.365 0.112  1.104
N -3.600 1.929 0.585  0.013
H -0.083 2.520 0.537  -0.021
H -1.302 1.566 -1.266  -0.032
H -0.644 4.768 -0.232  -0.002
H -1.498 4.730 1.385  0.001
H -2.481 4.858 -0.139  -0.006
H -3.767 1.458 1.476  0.001
H -4.080 1.346 -0.112  0.007
H -4.179 2.775 0.651  0.001
C -0.064 -3.794 -2.889  0.000
C -1.274 -3.428 -2.287  0.000
C -1.379 -2.210 -1.608  0.000
C -0.273 -1.348 -1.528  -0.004
C 0.944 -1.747 -2.077  -0.001
C 1.055 -2.964 -2.762  0.000
As -0.411 0.279 -0.303  -0.021
C -0.343 -0.701 1.456  -0.008
C -1.281 -0.372 2.441  0.003
C -1.340 -1.110 3.621  0.000
C -0.472 -2.195 3.815  0.000
C 0.416 -2.575 2.801  -0.001
C 0.457 -1.835 1.608  -0.002
C 1.458 0.759 -0.535  0.004
C 2.394 0.656 0.483  -0.001
C 3.658 1.204 0.248  0.001
C 3.932 1.854 -0.968  0.000
C 2.964 1.940 -1.983  0.000
C 1.726 1.344 -1.773  0.000
H 0.019 -4.736 -3.422  0.000
H -2.133 -4.104 -2.325  0.000
H -2.308 -1.930 -1.114  0.000
H 1.833 -1.123 -1.963  0.000
H 2.024 -3.261 -3.166  0.000
H -1.996 0.440 2.256  0.002
H -2.085 -0.857 4.379  0.000
H -0.523 -2.761 4.734  0.000
H 1.050 -3.459 2.920  0.000
H 1.088 -2.179 0.785  0.000
H 2.159 0.182 1.432  0.000
H 4.433 1.127 1.016  0.000
H 4.923 2.286 -1.148  0.000
H 3.167 2.464 -2.923  0.000
H 0.956 1.367 -2.539  -0.001

=====

[3]
Molecular formula: C19H23Cl3NO8P
Method: DFT, ωB97M-V with the def2-TZVPD basis set

HOMO level = -9.12 eV
SMILES = C/C(Cl)=C(/Cl)C1=C(CCC(=O)O)C(=O)C(P(O)Cl)=C(C[C@@H](O)CN)C1=O.O=C1CCCO1
total energy = -3116.4289 hartree

Last column: Löwdin charge in e.
Cartesian coordinates (Å):
C -2.635 -0.683 2.736  -0.094
C -3.335 -0.030 1.605  -0.730
Cl -4.996 -0.489 1.450  0.689
C -2.779 0.839 0.762  -0.688
Cl -3.686 1.574 -0.509  0.732
C -1.373 1.222 0.889  -0.137
C -0.364 0.452 0.472  -0.081
C -0.532 -0.854 -0.202  -0.085
C 0.156 -0.887 -1.587  -0.079
C -0.696 -1.538 -2.625  -0.496
O -1.296 -0.899 -3.470  0.111
O -0.742 -2.898 -2.587  0.088
C 1.028 0.928 0.700  -0.305
O 1.951 0.244 0.289  0.103
C 1.277 2.186 1.448  -0.254
P 3.010 2.666 1.886  0.616
O 3.945 1.880 0.821  -0.332
Cl 3.226 1.470 3.560  0.253
C 0.266 2.974 1.830  -0.136
C 0.365 4.272 2.564  -0.096
C 1.224 5.372 1.924  -0.383
O 1.444 5.092 0.551  -0.054
C 0.595 6.794 2.122  -0.220
N -0.042 7.355 0.953  0.010
C -1.127 2.547 1.511  -0.252
O -2.082 3.280 1.740  0.119
H -2.288 -1.677 2.478  0.088
H -1.801 -0.093 3.092  0.085
H -3.312 -0.810 3.569  0.073
H -0.124 -1.635 0.430  0.140
H -1.583 -1.061 -0.346  0.120
H 1.070 -1.462 -1.480  0.123
H 0.453 0.087 -1.937  0.127
H -1.655 -3.153 -2.762  0.129
H 4.114 2.422 0.048  0.058
H -0.648 4.658 2.622  0.104
H 0.659 4.101 3.592  0.136
H 2.195 5.358 2.406  0.099
H 2.315 5.400 0.312  0.090
H 1.407 7.456 2.389  0.107
H -0.135 6.746 2.922  0.108
H 0.625 7.636 0.259  0.061
H -0.734 6.738 0.562  0.071
O -1.115 -8.329 -1.593  0.126
C -0.419 -7.626 -2.259  -0.491
O -0.557 -6.277 -2.294  0.023
C 0.349 -5.709 -3.258  -0.168
C 1.453 -6.744 -3.428  -0.152
C 0.697 -8.052 -3.196  -0.075
H -0.201 -5.535 -4.186  0.129
H 0.714 -4.761 -2.885  0.103
H 1.953 -6.682 -4.392  0.115
H 2.205 -6.612 -2.649  0.118
H 0.250 -8.437 -4.113  0.130
H 1.313 -8.818 -2.733  0.123